1.
DFT (ωB97M-V/def2-TZVPD) results for the molecule C4H9NO2.

Element x y z (Å)
O 0.607 -1.009 0.962
O -1.885 -0.291 -1.768
N -2.416 -0.697 0.403
C 0.752 -0.105 -0.132
C 2.042 0.697 -0.028
C -1.669 -0.111 -0.583
C -0.511 0.753 -0.111
H 0.748 -0.661 -1.082
H 1.257 -1.714 0.863
H -0.412 1.593 -0.804
H -1.977 -0.816 1.304
H -0.661 1.142 0.903
H 2.133 1.394 -0.868
H 2.069 1.263 0.910
H -2.990 -1.467 0.087
H 2.913 0.030 -0.056

Computed properties:
* gap between HOMO and LUMO: 10.43 eV
* ΔE to the lowest compared entry with this formula, charge and spin: 37.71 kJ/mol
* LUMO: 0.755 eV
* SMILES: C[C@@H](O)CC(N)=O
* E_tot: -363.0712 Eh

Atomic partial charges in e from the Mulliken method, atoms 1 to 4:
1 O -0.547
2 O -0.606
3 N -0.458
4 C 0.358

2.
DFT (ωB97M-V/def2-TZVPD) results for the molecule C4H9NO2 in a non-equilibrium geometry.

Element x y z (Å)
O -1.678 0.777 0.294
O 0.165 2.367 0.349
N 0.543 -0.782 -0.105
C -0.597 1.510 -0.356
C -0.688 -1.668 -0.063
C 1.172 -0.267 1.128
C 0.351 0.358 -1.029
H 2.088 0.297 0.892
H -0.638 -2.340 0.854
H -0.301 0.106 -1.909
H -1.469 -0.233 0.174
H 1.332 -1.150 1.749
H 0.336 0.374 1.472
H 1.222 1.027 -1.170
H -0.778 -2.311 -1.016
H -1.060 1.936 -1.266

Computed properties:
* gap between HOMO and LUMO: 5.99 eV
* ΔE to the lowest compared entry with this formula, charge and spin: 654.17 kJ/mol
* LUMO: -2.297 eV
* E_tot: -362.8364 Eh

Atomic partial charges in e from the Mulliken method, atoms 1 to 4:
1 O -0.515
2 O -0.623
3 N -0.029
4 C 0.048

3.
DFT (ωB97M-V/def2-TZVPD) results for the molecule C4H9NO2.

Element x y z (Å)
O -1.055 -0.741 -1.051
O -1.628 3.183 0.652
N -0.053 1.567 0.299
C 0.301 -0.688 -0.662
C 0.463 0.235 0.550
C 0.733 -2.107 -0.341
C -1.214 2.056 0.824
H 0.918 -0.292 -1.487
H 0.505 2.232 -0.219
H 1.787 -2.144 -0.045
H 0.123 -2.505 0.476
H 1.515 0.293 0.858
H -1.754 1.294 1.421
H -1.333 0.167 -1.239
H -0.104 -0.191 1.387
H 0.588 -2.749 -1.213

Computed properties:
* gap between HOMO and LUMO: 10.78 eV
* ΔE to the lowest compared entry with this formula, charge and spin: 79.26 kJ/mol
* LUMO: 0.832 eV
* SMILES: C[C@@H](O)CNC=O
* E_tot: -363.0553 Eh

Atomic partial charges in e from the Mulliken method, atoms 1 to 4:
1 O -0.528
2 O -0.563
3 N -0.136
4 C 0.499

4.
DFT (ωB97M-V/def2-TZVPD) results for the molecule C4H9NO2 in a non-equilibrium geometry.

Element x y z (Å)
O 1.359 0.853 1.724
O -1.917 1.258 -0.053
N -0.940 0.716 0.737
C 0.021 -0.372 -1.561
C 0.171 -0.242 -0.069
C -0.890 -0.731 0.855
C 1.529 0.004 0.441
H 0.856 -0.938 -1.972
H 1.024 1.761 1.699
H 2.162 0.550 -0.266
H -0.596 -1.048 1.848
H 2.021 -0.894 0.816
H -2.199 0.626 -0.739
H -0.894 -0.892 -1.849
H 0.017 0.621 -2.021
H -1.725 -1.272 0.411

Computed properties:
* gap between HOMO and LUMO: 9.79 eV
* ΔE to the lowest compared entry with this formula, charge and spin: 474.61 kJ/mol
* LUMO: 0.805 eV
* SMILES: C[C@]1(CO)CN1O
* E_tot: -362.9048 Eh

Atomic partial charges in e from the Mulliken method, atoms 1 to 4:
1 O -0.586
2 O -0.391
3 N -0.225
4 C -1.786

5.
DFT (ωB97M-V/def2-TZVPD) results for the molecule C4H9NO2.

Element x y z (Å)
O -0.625 2.186 -0.087
O -2.306 0.016 -0.534
N -0.609 -0.569 0.913
C 1.512 -0.929 -0.253
C 0.233 1.215 -0.622
C 0.579 0.106 0.376
C -1.860 -0.626 0.406
H 1.072 0.585 1.232
H 1.797 -1.699 0.473
H 2.430 -0.459 -0.618
H -0.443 -1.170 1.707
H -1.517 1.822 -0.197
H -2.494 -1.342 0.964
H 1.013 -1.419 -1.099
H -0.188 0.765 -1.530
H 1.173 1.711 -0.890

Computed properties:
* gap between HOMO and LUMO: 10.71 eV
* ΔE to the lowest compared entry with this formula, charge and spin: 83.33 kJ/mol
* LUMO: 0.724 eV
* SMILES: C[C@@H](CO)NC=O
* E_tot: -363.0538 Eh

Atomic partial charges in e from the Mulliken method, atoms 1 to 4:
1 O -0.573
2 O -0.626
3 N -0.128
4 C -1.336

6.
DFT (ωB97M-V/def2-TZVPD) results for a 2-piece molecular cluster, C4H9NO2 overall in a non-equilibrium geometry.

Element x y z (Å)
O -0.119 -0.695 0.191
O -1.418 1.121 1.458
N -0.902 -1.682 -0.497
C 1.230 -0.488 -0.487
C -2.391 1.453 -0.807
C 2.163 0.239 0.453
C -1.813 1.085 0.203
H 2.205 -0.269 1.414
H -3.165 1.915 -1.354
H 3.170 0.228 0.037
H -1.245 -2.330 0.208
H 1.843 1.266 0.607
H 1.595 -1.499 -0.687
H -0.508 0.788 1.566
H 1.056 0.045 -1.423
H -1.701 -1.178 -0.881

Computed properties:
* gap between HOMO and LUMO: 10.00 eV
* ΔE to the lowest compared entry with this formula, charge and spin: 576.23 kJ/mol
* LUMO: 0.839 eV
* SMILES: C#CO.CCON
* E_tot: -362.8661 Eh

Atomic partial charges in e from the Mulliken method, atoms 1 to 4:
1 O -0.272
2 O -0.505
3 N -0.588
4 C -0.026

7.
DFT (ωB97M-V/def2-TZVPD) results for a 2-piece molecular cluster, C4H9NO2 overall in a non-equilibrium geometry.

Element x y z (Å)
O 0.064 -0.951 -1.918
O -0.270 1.184 0.874
N -0.697 -1.753 1.547
C 0.582 1.562 0.048
C -0.489 -1.181 -0.846
C 0.615 3.031 -0.315
C 0.080 -2.046 0.312
H -1.499 -0.730 -0.570
H -0.353 3.428 -0.015
H 1.510 3.523 0.147
H -0.651 -0.801 1.842
H 0.685 3.206 -1.377
H 1.149 -1.874 0.398
H -0.305 -2.296 2.302
H -0.024 -3.100 0.084
H 1.292 0.850 -0.477

Computed properties:
* gap between HOMO and LUMO: 10.35 eV
* ΔE to the lowest compared entry with this formula, charge and spin: 220.41 kJ/mol
* LUMO: 0.816 eV
* SMILES: NCC=O.CC=O
* E_tot: -363.0016 Eh

Atomic partial charges in e from the Mulliken method, atoms 1 to 4:
1 O -0.521
2 O -0.526
3 N -0.653
4 C 0.351

8.
DFT (ωB97M-V/def2-TZVPD) results for the molecule C4H9NO2 in a non-equilibrium geometry.

Element x y z (Å)
O 1.808 1.093 -2.945
O -1.027 0.619 2.305
N -1.280 -1.122 -0.221
C 0.051 0.277 1.512
C 0.935 0.012 -0.891
C -0.350 0.097 -0.022
C 0.836 0.542 -2.369
H 1.136 -1.044 -1.036
H -0.796 -1.906 0.191
H 0.868 1.138 1.755
H 0.656 -0.641 1.894
H 1.767 0.532 -0.400
H -0.152 0.649 -2.676
H -2.048 -0.999 0.548
H -1.388 -0.124 2.697
H -1.015 0.876 -0.342

Computed properties:
* gap between HOMO and LUMO: 10.42 eV
* ΔE to the lowest compared entry with this formula, charge and spin: 283.53 kJ/mol
* LUMO: 0.600 eV
* SMILES: N[C@@H](CO)CC=O
* E_tot: -362.9775 Eh

Atomic partial charges in e from the Mulliken method, atoms 1 to 4:
1 O -0.510
2 O -0.507
3 N -0.740
4 C -0.694

9.
DFT (ωB97M-V/def2-TZVPD) results for the molecule C4H9NO2 in a non-equilibrium geometry.

Element x y z (Å)
O 3.082 -0.457 -0.244
O 1.765 1.232 -0.604
N -0.862 1.287 0.059
C 2.040 0.053 -0.020
C 0.806 -0.385 0.891
C -1.080 -0.949 -0.828
C -0.540 -0.123 0.404
H -1.574 1.336 -0.653
H -2.254 -0.977 -0.862
H -1.109 2.016 0.787
H 0.890 -1.407 1.178
H -0.647 -0.783 -1.876
H -0.823 -1.960 -0.724
H 0.844 0.101 1.838
H 0.660 1.353 -0.558
H -1.198 -0.335 1.213

Computed properties:
* gap between HOMO and LUMO: 10.43 eV
* ΔE to the lowest compared entry with this formula, charge and spin: 155.78 kJ/mol
* LUMO: 0.545 eV
* SMILES: C[C@H](N)CC(=O)O
* E_tot: -363.0262 Eh

Atomic partial charges in e from the Mulliken method, atoms 1 to 4:
1 O -0.554
2 O -0.559
3 N -0.588
4 C 0.550

10.
DFT (ωB97M-V/def2-TZVPD) results for C4H9NO2 as an isolated structure in a non-equilibrium geometry.

Element x y z (Å)
O 2.686 -1.110 0.901
O -2.486 -0.689 0.672
N 2.146 -0.545 -0.305
C 0.162 1.725 0.207
C -2.041 0.086 -0.391
C -0.173 0.528 -0.193
C 0.302 -0.736 -0.531
H 0.294 -0.995 -1.589
H -0.548 2.538 0.269
H -2.247 -0.436 -1.322
H -2.467 1.093 -0.417
H 1.164 1.865 0.596
H 2.465 0.418 -0.167
H -2.307 -0.230 1.500
H 3.097 -1.954 0.675
H -0.046 -1.557 0.095

Computed properties:
* gap between HOMO and LUMO: 8.87 eV
* ΔE to the lowest compared entry with this formula, charge and spin: 658.42 kJ/mol
* LUMO: 0.819 eV
* E_tot: -362.8348 Eh

Atomic partial charges in e from the Mulliken method, atoms 1 to 4:
1 O -0.412
2 O -0.489
3 N -0.492
4 C -0.830

11.
DFT (ωB97M-V/def2-TZVPD) results for the molecule C4H9NO2.

Element x y z (Å)
O 2.038 -1.258 0.624
O -0.447 -2.063 0.782
N 1.016 0.492 -0.437
C -1.139 1.596 -0.263
C -1.091 -0.833 -0.201
C 2.044 -0.311 -0.174
C -0.319 0.395 0.206
H 2.963 -0.058 -0.727
H -1.402 1.476 -1.322
H -2.051 -0.772 0.334
H -0.589 2.533 -0.133
H -0.131 0.483 1.290
H -2.068 1.657 0.309
H -0.492 -2.642 0.004
H 1.134 1.161 -1.185
H 0.533 -1.857 0.894

Computed properties:
* gap between HOMO and LUMO: 8.46 eV
* ΔE to the lowest compared entry with this formula, charge and spin: 376.07 kJ/mol
* LUMO: 0.879 eV
* E_tot: -362.9423 Eh

Atomic partial charges in e from the Mulliken method, atoms 1 to 4:
1 O -0.683
2 O -0.428
3 N -0.046
4 C -1.677

12.
DFT (ωB97M-V/def2-TZVPD) results for the molecule C4H9NO2 in a non-equilibrium geometry.

Element x y z (Å)
O 1.173 2.682 1.575
O -1.969 -1.575 -1.626
N 0.861 0.127 1.149
C 0.277 -0.834 -1.152
C 0.163 1.542 1.353
C 0.106 -0.944 0.380
C -0.842 -1.425 -2.027
H 1.052 -0.126 2.113
H 2.018 2.338 1.045
H -0.565 1.475 2.217
H -0.325 1.820 0.422
H 0.235 0.245 -1.454
H 0.358 -1.878 0.906
H -0.749 -1.483 -3.133
H 1.029 -1.373 -1.581
H -0.934 -0.804 0.517

Computed properties:
* gap between HOMO and LUMO: 10.24 eV
* ΔE to the lowest compared entry with this formula, charge and spin: 326.06 kJ/mol
* LUMO: 0.805 eV
* SMILES: O=CCCNCO
* E_tot: -362.9613 Eh

Atomic partial charges in e from the Mulliken method, atoms 1 to 4:
1 O -0.548
2 O -0.466
3 N -0.434
4 C -0.466

13.
DFT (ωB97M-V/def2-TZVPD) results for a 2-piece molecular cluster, C4H9NO2 overall in a non-equilibrium geometry.

Element x y z (Å)
O -0.695 -0.627 -0.453
O 1.023 1.555 0.431
N -0.779 -0.788 2.195
C -1.756 0.298 -0.042
C 1.549 0.501 -0.338
C -0.144 -1.403 1.447
C 0.467 -0.206 -1.167
H 2.116 -0.203 0.295
H 0.153 0.442 -1.990
H -2.110 0.767 -0.953
H -2.561 -0.300 0.411
H 0.535 1.141 1.159
H -1.505 1.079 0.695
H 0.906 -1.123 -1.599
H 0.523 -2.070 0.947
H 2.277 0.935 -1.037

Computed properties:
* gap between HOMO and LUMO: 10.61 eV
* ΔE to the lowest compared entry with this formula, charge and spin: 337.68 kJ/mol
* LUMO: 0.844 eV
* SMILES: COCCO.C#N
* E_tot: -362.9569 Eh

Atomic partial charges in e from the Mulliken method, atoms 1 to 4:
1 O -0.340
2 O -0.565
3 N -0.508
4 C -0.733

14.
DFT (ωB97M-V/def2-TZVPD) results for the molecule C4H9NO2 in a non-equilibrium geometry.

Element x y z (Å)
O 0.208 -2.863 1.446
O -0.025 2.803 -0.816
N 0.364 -0.740 0.534
C -0.222 -1.757 1.240
C -0.307 0.029 -1.829
C 0.337 1.616 0.061
C -0.306 0.258 -0.344
H -1.201 -1.454 1.502
H 1.486 1.671 0.074
H 0.284 -0.951 -1.906
H -0.786 3.164 -0.324
H 0.185 1.900 1.147
H 1.389 -0.780 0.723
H -1.313 -0.003 -2.253
H 0.268 0.858 -2.449
H -1.330 0.378 -0.062

Computed properties:
* gap between HOMO and LUMO: 10.61 eV
* ΔE to the lowest compared entry with this formula, charge and spin: 234.10 kJ/mol
* LUMO: 0.641 eV
* SMILES: C[C@H](CO)NC=O
* E_tot: -362.9964 Eh

Atomic partial charges in e from the Mulliken method, atoms 1 to 4:
1 O -0.535
2 O -0.514
3 N -0.179
4 C -0.043

15.
DFT (ωB97M-V/def2-TZVPD) results for a 2-piece molecular cluster, C4H9NO2 overall.

Element x y z (Å)
O -1.314 1.608 1.229
O -1.030 1.831 -1.031
N 0.557 -0.372 -1.022
C -0.482 -0.122 -0.284
C 0.474 -1.385 -2.080
C -0.966 1.312 0.105
C 0.358 -0.045 2.559
H -0.153 -0.948 -2.860
H 0.884 0.906 2.666
H -0.006 -2.289 -1.693
H 0.418 -0.340 1.522
H -1.179 -0.957 -0.177
H 0.807 -0.830 3.153
H -0.679 0.138 2.841
H 1.459 -1.639 -2.473
H 1.128 0.446 -1.227

Computed properties:
* gap between HOMO and LUMO: 9.14 eV
* ΔE to the lowest compared entry with this formula, charge and spin: 281.05 kJ/mol
* LUMO: -0.389 eV
* E_tot: -362.9785 Eh

Atomic partial charges in e from the Mulliken method, atoms 1 to 4:
1 O -0.602
2 O -0.626
3 N -0.088
4 C -0.202

16.
DFT (ωB97M-V/def2-TZVPD) results for C4H9NO2 as an isolated structure in a non-equilibrium geometry.

Element x y z (Å)
O 1.374 -0.984 -1.074
O -0.794 1.872 -0.836
N 2.563 0.030 0.543
C -0.602 0.539 -1.048
C 1.387 -0.469 0.037
C 0.122 -0.162 0.717
C -1.796 -0.369 -1.189
H -2.438 -0.232 -0.317
H -2.374 -0.176 -2.103
H 0.273 0.319 1.725
H 2.736 0.016 1.536
H -0.504 -1.041 0.896
H -1.422 -1.398 -1.228
H -1.152 1.887 0.056
H 3.345 -0.216 -0.047
H 0.038 0.464 -1.955

Computed properties:
* gap between HOMO and LUMO: 10.00 eV
* ΔE to the lowest compared entry with this formula, charge and spin: 285.26 kJ/mol
* LUMO: 0.898 eV
* E_tot: -362.9769 Eh

Atomic partial charges in e from the Mulliken method, atoms 1 to 4:
1 O -0.641
2 O -0.513
3 N -0.462
4 C 0.097